(1)
DFT (the ωB97M-V functional and the def2-TZVPD basis) results for a molecular structure, C18H12Cl4CoN2O4.

Each line ends with the Mulliken spin population.
Element x y z (Å)
Co  1.547  2.271  1.024  2.740
Cl  2.523  -1.589  -3.088  0.004
C  1.520  -0.369  -2.290  0.007
C  -0.176  0.850  -2.947  0.044
Cl  -1.053  0.867  -4.485  0.025
C  -0.566  1.946  -2.046  0.574
Cl  -2.133  2.258  -1.548  0.126
C  0.589  2.348  -1.266  0.004
O  0.560  3.246  -0.326  0.086
C  2.715  1.437  -1.047  -0.013
O  3.374  1.943  -0.157  0.019
C  2.056  0.084  -0.940  -0.005
Cl  2.783  -1.080  0.144  0.013
O  -2.768  -2.515  3.526  0.000
C  -2.290  -1.505  4.381  -0.001
C  -1.344  -0.627  3.615  0.002
C  -0.589  0.343  4.273  -0.002
C  0.256  1.141  3.541  -0.015
N  0.402  1.024  2.211  0.036
C  -0.325  0.083  1.567  0.035
C  -1.201  -0.749  2.244  -0.003
C  -0.102  -0.011  0.119  0.012
C  -0.638  -0.757  -0.857  0.045
C  -0.049  -0.603  -2.257  0.024
C  -0.552  -1.757  -3.126  0.006
O  -0.364  -2.985  -2.457  0.003
C  1.372  0.972  -3.053  0.008
C  1.865  2.101  -2.121  0.055
N  0.935  0.822  -0.340  0.187
H  -3.410  -3.057  3.995  0.000
H  -1.762  -1.918  5.248  0.000
H  -3.105  -0.876  4.759  0.000
H  -0.656  0.478  5.344  0.000
H  0.848  1.906  4.028  -0.004
H  -1.761  -1.502  1.709  -0.001
H  -1.395  -1.513  -0.697  0.000
H  -0.081  -1.749  -4.109  -0.001
H  -1.625  -1.625  -3.273  0.000
H  0.504  -3.339  -2.683  0.000
H  1.768  1.023  -4.061  -0.007
H  2.327  2.984  -2.551  -0.003

Computed properties:
- <S²> = 6.01
- LUMO (spin up / spin down) (Eh) = -0.134 / -0.161
- E_HOMO (spin up / spin down) (eV) = -11.3418 / -12.4510
- multiplicity = 5
- HOMO-LUMO gap (spin up / spin down) (eV) = 7.689 / 8.079
- calculated total energy (a.u.) = -4326.8196
- total charge = +1

(2)
DFT (the ωB97M-V functional and the def2-TZVPD basis) results for a molecular structure, C18H12Cl5F9NO2SSiY.

Each line ends with the Löwdin charge.
Element x y z (Å)
Y  0.740  0.036  0.743  1.387
Cl  5.760  5.582  1.841  0.682
C  4.485  4.427  1.874  -0.712
C  4.238  3.632  0.761  -0.701
Cl  5.195  3.780  -0.661  0.700
C  3.204  2.710  0.803  -0.557
Cl  2.863  1.673  -0.556  0.760
C  2.378  2.549  1.921  -0.468
O  1.392  1.695  1.906  -0.294
C  2.655  3.352  3.040  -0.612
Cl  1.666  3.153  4.430  0.733
C  3.690  4.276  3.014  -0.694
Cl  3.998  5.251  4.395  0.698
C  -4.473  -2.185  -1.014  -0.182
Si  -4.432  -0.402  -1.565  0.502
C  -5.213  0.739  -0.310  -0.182
C  -5.378  -0.263  -3.182  -0.190
C  -2.646  0.133  -1.942  -0.235
C  -2.289  0.518  -3.223  -0.064
C  -0.979  0.878  -3.550  -0.053
C  -0.040  0.827  -2.555  -0.135
N  -0.344  0.460  -1.299  -0.114
C  -1.614  0.131  -0.977  -0.732
S  -1.897  -0.312  0.696  0.586
H  -5.509  -2.514  -0.898  0.034
H  -3.962  -2.325  -0.062  0.006
H  -3.999  -2.831  -1.756  0.037
H  -6.259  0.462  -0.159  0.034
H  -5.187  1.775  -0.655  0.036
H  -4.702  0.687  0.651  0.005
H  -6.414  -0.566  -3.011  0.034
H  -4.973  -0.919  -3.956  0.035
H  -5.397  0.758  -3.569  0.034
H  -3.043  0.538  -4.001  0.095
H  -0.704  1.181  -4.549  0.107
H  0.996  1.081  -2.743  0.092
F  4.184  -3.134  -0.386  0.182
C  3.213  -3.671  0.348  -0.555
F  3.756  -4.583  1.168  0.174
F  2.386  -4.305  -0.483  0.180
C  2.471  -2.568  1.156  -0.307
O  2.051  -1.575  0.340  -0.246
C  1.208  -3.153  1.857  -0.539
F  0.545  -2.089  2.427  0.079
F  1.432  -4.037  2.815  0.202
F  0.363  -3.676  0.984  0.189
C  3.435  -1.964  2.228  -0.544
F  4.592  -1.600  1.684  0.191
F  3.690  -2.770  3.255  0.187
F  2.864  -0.843  2.725  0.133

Computed properties:
- LUMO (Eh) = -0.003
- E_HOMO (eV) = -8.7014
- multiplicity = 1
- HOMO-LUMO gap (eV) = 8.628
- calculated total energy (a.u.) = -4824.4099

(3)
DFT (the ωB97M-V functional and the def2-TZVPD basis) results for 2 unconnected molecules or ions with the total composition C18H12ClN5O5.

Each line ends with the Löwdin charge.
Element x y z (Å)
Cl  -2.487  -0.942  3.700  0.744
C  -2.413  0.237  2.459  -0.657
C  -2.990  1.494  2.634  -0.083
C  -2.833  2.422  1.603  -0.048
C  -2.106  2.119  0.480  -0.040
N  -1.454  0.910  0.375  -0.029
C  -0.561  0.703  -0.670  -0.062
C  -0.275  -0.590  -1.201  -0.371
C  0.093  -0.730  -2.663  -0.149
C  0.328  -2.028  -3.146  -0.021
C  0.662  -2.250  -4.482  -0.071
C  0.801  -1.164  -5.360  -0.084
C  0.568  0.136  -4.893  -0.082
C  0.210  0.345  -3.556  -0.036
O  -0.273  -1.628  -0.503  -0.022
C  -1.735  -0.083  1.299  -0.038
H  -3.514  1.711  3.555  0.113
H  -3.254  3.419  1.680  0.122
H  -1.915  2.814  -0.336  0.139
H  -0.377  1.597  -1.263  0.106
H  0.257  -2.867  -2.454  0.118
H  0.816  -3.272  -4.831  0.104
H  1.075  -1.330  -6.404  0.101
H  0.661  0.994  -5.563  0.102
H  0.022  1.354  -3.193  0.096
H  -1.304  -1.059  1.117  0.115
O  2.624  -0.954  -0.848  0.070
N  2.529  -1.622  0.210  -0.307
C  1.998  -0.988  1.370  -0.108
C  1.497  0.321  1.291  0.094
C  1.115  0.827  2.510  -0.105
N  0.450  2.012  2.795  -0.163
O  0.217  2.987  2.095  0.078
O  0.060  1.965  4.132  0.035
N  0.429  0.711  4.719  0.169
C  1.054  0.043  3.711  -0.314
N  1.421  -1.240  3.735  0.150
C  1.905  -1.729  2.598  0.002
O  2.876  -2.821  0.284  0.070
H  1.590  0.955  0.421  0.133
H  2.233  -2.776  2.593  0.134

Computed properties:
- LUMO (Eh) = -0.076
- E_HOMO (eV) = -7.8785
- multiplicity = 1
- HOMO-LUMO gap (eV) = 5.806
- calculated total energy (a.u.) = -1802.9906

(4)
DFT (the ωB97M-V functional and the def2-TZVPD basis) results for a single C18H12N2O6 molecule.

Each line ends with the Löwdin charge.
Element x y z (Å)
O  0.054  4.847  -1.872  0.107
O  2.749  -1.150  -0.011  0.071
N  1.457  1.939  -0.491  0.192
O  1.437  4.797  -0.121  0.088
O  -1.173  -3.237  -2.584  0.046
O  -1.022  -0.743  5.172  0.045
O  0.543  -2.374  4.822  0.026
C  0.736  4.205  -1.138  -0.481
C  1.845  -0.342  0.381  -0.291
C  0.722  2.744  -1.305  -0.161
C  -0.553  0.434  3.111  0.010
C  0.218  0.576  1.997  -0.014
C  1.314  -1.503  2.519  0.103
C  -0.286  -0.582  4.013  -0.224
C  0.664  -1.501  3.760  -0.172
C  -0.744  -1.935  -2.567  -0.262
C  1.119  -0.425  1.631  -0.149
C  -1.233  -1.092  -3.568  -0.259
C  1.325  0.602  -0.589  -0.152
C  0.168  -1.325  -1.697  0.067
C  0.026  2.201  -2.409  0.071
C  -0.846  0.294  -3.596  0.050
C  0.496  0.012  -1.591  -0.103
C  -0.071  0.835  -2.553  -0.188
N  -1.931  -1.639  -4.648  0.067
C  -0.463  -1.925  5.722  -0.150
H  1.216  5.771  -0.078  0.147
H  -2.053  -3.256  -3.074  0.136
H  -1.450  1.067  3.352  0.146
H  -0.075  1.466  1.393  0.133
H  1.950  -2.373  2.242  0.147
H  0.550  -2.206  -1.044  0.168
H  -0.510  2.777  -3.160  0.130
H  -1.452  0.937  -4.240  0.121
H  -2.005  -0.954  -5.408  0.095
H  -1.389  -2.514  -4.996  0.149
H  -0.059  -1.730  6.749  0.143
H  -1.274  -2.696  5.877  0.147

Computed properties:
- SMILES = Nc1cc2cc(C(=O)O)nc(C(=O)c3ccc4c(c3)OCO4)c2cc1O
- LUMO (Eh) = -0.014
- E_HOMO (eV) = -8.3848
- multiplicity = 1
- HOMO-LUMO gap (eV) = 8.003
- calculated total energy (a.u.) = -1254.0264

no.,maximum force (eV/Å)
1,1.5
2,0.4
3,3.4
4,6.2